[1]
Here is a structure of composition C29H32N3O5ReSTe from OMol25. Energies are from wB97M-V/def2-TZVPD.

Calculated values
LUMO energy (alpha / beta)   -0.3899 / -0.3818 Ha
E   -65530.6249 eV
HOMO-LUMO gap (alpha / beta)   5.4 / 5.6 eV

Structure (ORCA input):
```
! wB97M-V def2-TZVPD RIJCOSX def2/J DEFGRID3
* xyz 3 2
C -2.629 -1.048 4.878
H -1.481 -2.787 -1.361
H -0.418 -3.156 -2.743
C 3.488 0.943 -0.386
O 1.873 6.885 2.966
C 0.503 2.953 0.380
C 0.670 3.164 1.773
H -2.804 0.368 -1.681
H 1.999 -3.304 0.600
H 4.350 -0.913 -3.083
H 5.712 1.524 -2.509
H -2.190 1.125 -3.165
H 2.321 -0.529 2.477
C -2.306 -2.228 -3.310
C 0.402 2.132 2.715
H -4.286 -3.859 -5.511
H 3.678 1.925 0.028
C -3.889 -3.045 -4.921
C 3.928 -0.675 -2.115
H -2.815 -0.151 5.469
O 0.137 0.949 2.408
C -3.910 -0.713 -4.306
C -2.825 -3.275 -4.062
H -2.398 -4.266 -3.985
H -4.148 -2.332 5.685
H 2.471 -3.676 -1.621
H -3.422 -2.780 1.581
H -1.681 0.265 3.459
O 0.770 -1.776 0.995
H -1.817 -1.609 5.345
H 2.606 1.209 2.177
C 3.343 -1.693 -1.375
C -1.160 -2.462 -2.353
C -2.849 -0.938 -3.434
H -5.251 -1.584 -5.723
C 0.772 3.965 -0.543
C 1.841 -2.230 0.506
C -3.636 -2.986 3.710
O 0.023 1.786 -0.089
O 2.327 7.452 0.916
H 3.369 -3.070 -3.008
H 0.604 3.800 -1.597
N -2.187 -0.597 3.546
C 3.336 -3.086 -1.919
H 4.449 2.690 -2.109
H 4.231 -3.610 -1.576
H -2.881 -3.697 4.055
C 4.631 1.690 -2.496
H 1.222 4.639 3.281
C -2.266 0.188 -2.615
N 1.883 6.717 1.767
S -2.164 -0.610 0.778
H 1.448 5.999 -0.755
H 0.413 2.377 3.783
H -4.544 -3.537 3.469
Re -0.039 0.016 0.497
C 2.898 -0.021 0.418
C 3.978 0.645 -1.664
H -4.718 -1.263 4.412
N -3.152 -2.372 2.465
C -3.883 -1.889 4.728
H 4.286 1.636 -3.528
C 1.391 5.394 1.293
C -2.501 -1.227 2.444
H 3.951 0.087 2.244
C -4.432 -1.764 -5.041
C 1.227 5.187 -0.075
H -4.321 0.281 -4.416
C 2.915 0.193 1.915
C 2.739 -1.331 -0.142
C 1.110 4.421 2.227
Te -0.292 -0.515 -2.170
*
```

Atom charges from the Löwdin analysis, given in e for atoms 1 to 5: atom 1 (C): -0.11, atom 2 (H): 0.05, atom 3 (H): 0.07, atom 4 (C): 0.03, atom 5 (O): 0.13

[2]
Here is a structure of composition C29H33N3NaP2S2 in a non-equilibrium geometry from OMol25. Energies are from wB97M-V/def2-TZVPD.

Calculated values
LUMO energy   0.0689 Ha
E   -79747.2828 eV
HOMO-LUMO gap   5.5 eV

Structure (ORCA input):
```
! wB97M-V def2-TZVPD RIJCOSX def2/J DEFGRID3
* xyz -1 1
H 4.661 2.648 -2.608
C 4.073 -2.258 -2.516
H 2.628 2.046 -1.132
H -2.227 4.401 2.131
H -1.739 -3.163 3.852
H -0.166 -4.926 3.106
H 1.675 -4.334 1.547
N 4.280 -0.326 -0.993
S 2.490 0.865 1.651
N 2.749 1.767 -2.108
C -1.575 2.362 -2.388
H 4.984 -2.258 -0.585
C -2.318 3.297 -3.105
C 4.171 1.679 -2.467
C -3.597 2.984 -3.549
H -2.345 4.074 4.593
C -3.160 0.038 0.711
H 4.264 1.132 -3.413
C -4.159 -0.446 1.547
H 4.627 -3.114 -2.917
N 2.761 -2.608 -1.945
C -0.042 -3.903 2.768
C -3.695 -2.679 0.794
H -1.166 2.153 5.622
H -2.947 1.099 0.680
C -1.045 2.639 1.802
C -2.419 -0.831 -0.098
C -1.796 3.375 3.972
C 0.163 0.754 -0.403
H -3.778 -0.196 -2.388
C -2.093 1.099 -2.113
H -5.117 1.470 -3.630
H -1.008 2.748 0.722
C -4.121 1.725 -3.285
C -0.770 -1.603 2.743
H 3.914 -1.553 -3.337
H 4.941 1.580 -0.482
C -3.371 0.791 -2.579
H 2.259 2.446 -2.672
C -4.429 -1.809 1.588
H 4.061 -0.317 0.000
P 0.566 0.449 1.201
C -2.692 -2.192 -0.042
C 1.139 -2.259 1.467
H -4.184 3.717 -4.092
C -0.442 1.393 3.751
C -1.141 2.293 4.547
H -4.720 0.242 2.168
C 4.919 0.934 -1.364
H 2.847 -3.405 -1.325
H -1.502 -0.863 3.041
Na 1.839 -0.446 -1.331
C -0.405 1.535 2.365
H 0.104 0.587 4.225
H 1.965 -2.005 0.818
H -2.116 -2.862 -0.669
H 5.955 0.775 -1.681
H -3.895 -3.744 0.829
S -0.564 -1.559 -2.483
H 2.064 -2.845 -2.644
C -1.735 3.552 2.593
H 5.919 -1.397 -1.803
H -1.902 4.278 -3.306
H -0.588 2.594 -2.004
C -0.918 -2.915 3.189
C 4.904 -1.569 -1.432
C 0.269 -1.248 1.891
C 0.987 -3.569 1.891
P -1.076 -0.128 -1.156
H -5.209 -2.189 2.240
*
```

Atom charges from the Löwdin analysis, given in e for atoms 1 to 5: atom 1 (H): 0.10, atom 2 (C): -0.25, atom 3 (H): 0.04, atom 4 (H): 0.09, atom 5 (H): 0.10

[3]
Here is a structure of composition C29H34As2BCrF4N5O9S in a non-equilibrium geometry from OMol25. Energies are from wB97M-V/def2-TZVPD.

Calculated values
LUMO energy (alpha / beta)   -0.1302 / -0.1393 Ha
E   -228984.6733 eV
HOMO-LUMO gap (alpha / beta)   7.6 / 7.4 eV

Structure (ORCA input):
```
! wB97M-V def2-TZVPD RIJCOSX def2/J DEFGRID3
* xyz 1 4
C 1.878 -2.767 -1.196
H -0.023 1.620 -1.445
H 4.885 -1.073 1.199
F 1.808 -1.916 3.836
C -0.714 1.486 6.815
C -3.091 2.920 3.564
H -3.602 -1.383 -3.816
H -1.176 2.631 -0.558
C -3.226 -0.784 -1.832
H 5.347 1.965 -1.020
O 3.178 0.824 -5.215
C -3.639 -0.559 -3.126
H 3.879 -0.299 -6.863
H -3.710 2.365 -0.652
C -4.331 1.688 -2.576
O 2.905 2.442 0.779
C -0.183 2.210 -0.538
N -2.418 0.802 2.531
N -2.359 -3.673 1.622
C -1.467 1.967 5.782
H -4.794 2.618 -2.826
C -0.029 0.247 6.683
C 3.722 0.736 -6.548
H 4.218 2.257 -2.433
H -1.212 0.069 -5.907
C -1.604 1.177 4.647
H -0.486 1.997 7.745
C 4.950 1.599 -1.964
H 1.718 -3.098 -0.138
H -1.119 1.762 -5.481
O 0.080 0.646 -4.368
F 1.756 -3.352 1.975
N -0.977 -0.032 4.531
H 1.532 -3.578 -1.856
C -4.223 0.667 -3.531
O 1.107 -1.166 -5.259
Cr -1.244 -0.871 2.661
As 0.695 -1.227 -1.563
C -2.658 0.131 0.464
H 0.253 1.125 -6.378
N -3.090 1.053 1.324
C -0.527 0.894 -5.648
H -3.306 3.189 2.532
C 0.964 -0.383 -4.357
As 4.209 -0.233 -1.549
F -0.267 -2.574 2.798
O -0.188 1.391 0.659
H 2.934 1.178 -7.193
C -2.401 1.624 3.503
B 1.197 -2.973 3.195
H 3.266 -0.962 1.946
C 1.525 -0.050 -0.188
H 4.639 1.325 -6.718
H -2.842 -1.752 -1.522
C -3.331 -2.927 2.104
C 0.628 0.408 0.839
H -4.592 -3.376 0.543
O -1.921 -0.857 0.791
F 0.878 -3.979 4.076
C 3.048 -0.137 -3.086
O 5.006 -0.226 -4.424
H 0.563 -0.050 7.513
C 3.873 0.177 -4.310
H 2.986 -2.643 -1.405
S -3.162 -2.007 3.537
H -3.990 2.917 4.201
H 5.760 1.423 -2.701
O 0.538 -0.200 1.925
H 4.540 -0.689 2.981
O 4.191 0.902 1.674
C -3.242 0.275 -0.893
H -2.333 3.603 3.944
C -3.762 1.514 -1.330
C -0.191 -0.461 5.522
H 0.375 -1.385 5.303
C 3.276 1.302 0.784
C 2.803 0.267 -0.229
C 1.744 -0.471 -3.051
H -2.512 -4.209 0.816
C 4.244 -0.522 1.957
H -4.543 0.790 -4.572
H -5.256 -2.460 1.830
H -2.046 2.849 5.927
H -1.425 -3.672 2.104
N -4.508 -2.992 1.481
H 0.623 2.934 -0.377
*
```

Atom charges from the Löwdin analysis, given in e for atoms 1 to 5: atom 1 (C): -0.29, atom 2 (H): 0.09, atom 3 (H): 0.10, atom 4 (F): 0.16, atom 5 (C): 0.00